23
Properties=species:S:1:pos:R:3 method="wB97M-V/def2-TZVPD" relative_energy_ev=0.993 lumo_ha=0.0167 e_tot_ev=-27735.387 homo_energy_ev=-9.12 smiles=N[C@H](c1cccs1)[C@@H](O)c1nnn[nH]1 gap_ev=9.58
C 0.84443 2.92292 -0.40269
C 0.41236 1.72589 -1.06091
C 1.01242 2.63672 0.92730
C 0.65378 0.61814 -0.20369
C -2.26086 -0.54909 0.03233
C 0.13452 -0.73866 -0.60813
C -1.09457 -1.43170 0.19707
N -3.22514 -0.58599 -0.85106
N -2.65534 0.36282 1.01250
N -4.13134 0.27367 -0.51678
N -3.87082 0.87229 0.55555
N 1.14114 -1.77536 -0.39998
O -0.71982 -1.53494 1.55921
S 1.10358 1.05457 1.42996
H 0.63435 3.93727 -0.85432
H 0.07675 1.49324 -2.13229
H 1.30940 3.21198 1.81160
H -0.19623 -0.55786 -1.60177
H -1.34704 -2.43911 -0.18930
H 2.11933 -1.56667 -0.73787
H 0.94864 -2.58656 -0.97127
H 0.15122 -1.91426 1.63377
H -2.06007 0.71108 1.81429

136
Properties=species:S:1:pos:R:3 method="wB97M-V/def2-TZVPD" relative_energy_ev=12.627 lumo_ha=-0.1257 total_charge=+1 e_tot_ev=-123969.595 homo_energy_ev=-8.97 gap_ev=5.55
C -3.16510 -2.73473 9.27887
C -3.61177 -2.19992 7.81818
Cl -4.02888 -0.42082 7.73011
C -3.66616 -3.07774 6.69668
Cl -3.28591 -4.86837 6.79174
S -4.14164 -2.34792 5.03765
C -5.96432 -2.70292 4.71432
C -6.71708 -1.32119 5.10826
C -8.07484 -1.30917 5.90660
C -8.70747 0.07228 6.23145
C -7.99853 1.40824 5.80940
C -6.66758 1.43341 5.02153
C -5.88879 2.76082 4.55967
C -6.05125 0.03061 4.66407
O -3.19618 -3.08185 3.86209
C -1.77157 -2.86474 4.08897
C -1.28363 -1.34997 3.72188
C 0.25673 -1.53335 3.20669
C -1.22114 -0.41874 5.02351
C -1.03312 1.15294 4.73807
C 0.49794 1.66666 4.99523
C -1.59007 1.66273 3.32466
H -2.01513 -2.59849 9.31105
H -3.39758 -3.84287 9.40677
H -3.56992 -2.07114 10.12243
H -6.34950 -3.60065 5.29995
H -6.13738 -2.82048 3.58077
H -8.51733 -2.31891 6.20233
H -9.69978 0.08630 6.78515
H -8.46686 2.42229 6.07840
H -5.45497 3.25072 5.49935
H -6.56167 3.52117 4.02960
H -5.00167 2.42125 3.90605
H -5.07426 0.06753 4.05547
H -1.21430 -3.58003 3.37115
H -1.40357 -3.12286 5.13906
H -1.99092 -0.99765 2.89985
H 0.88616 -0.73733 3.73159
H 0.35921 -1.47145 2.07392
H 0.64397 -2.54802 3.60892
H -0.28183 -0.75412 5.61468
H -2.09771 -0.53233 5.74771
H -1.65442 1.70373 5.54650
H 1.11041 1.65429 4.03174
H 0.95963 1.00532 5.82561
H 0.39616 2.71049 5.46417
H -1.00575 1.26840 2.42209
H -2.71659 1.40066 3.25210
H -1.55305 2.81335 3.33835
O 3.31038 -2.34901 0.32941
P 3.49685 -2.63365 -1.17612
N 1.85177 -3.08035 -1.34921
C 1.26100 -4.14386 -2.13868
C 0.91088 -1.96395 -1.27893
N 4.50423 -4.00089 -0.88213
C 3.93820 -5.24164 -0.36869
C 5.69981 -3.67146 -0.10232
N 3.75657 -2.90221 -2.90576
C 3.36664 -1.82205 -3.80061
C 4.26205 -4.07619 -3.59013
H 1.16253 -3.87428 -3.19711
H 0.25832 -4.37949 -1.76770
H 1.81044 -5.07782 -2.07300
H 0.80360 -1.47410 -2.25463
H 1.23644 -1.20410 -0.56288
H -0.07939 -2.29338 -0.94643
H 3.22525 -5.07135 0.44453
H 4.71604 -5.91763 0.00081
H 3.44881 -5.80141 -1.16725
H 5.47981 -3.57899 0.96808
H 6.13181 -2.72385 -0.44005
H 6.47162 -4.43754 -0.23201
H 2.44067 -2.06705 -4.33262
H 4.14802 -1.60598 -4.53517
H 3.19660 -0.89658 -3.24289
H 3.57265 -4.92084 -3.52154
H 5.23652 -4.38638 -3.20982
H 4.41225 -3.88876 -4.65907
O -5.96587 5.01296 2.13732
P -6.18931 6.38525 1.46778
N -5.64027 5.81542 -0.05495
C -4.83246 6.49374 -1.05057
C -6.55566 4.89501 -0.72747
N -4.92115 7.13182 2.36543
C -3.52607 6.84038 2.05996
C -5.11483 7.03643 3.81403
N -6.52202 7.97050 0.75337
C -7.78178 8.11304 0.03764
C -5.69424 9.16033 0.72693
H -5.42029 7.18503 -1.66629
H -4.37321 5.76554 -1.72624
H -3.99925 7.04153 -0.62119
H -7.32740 5.43878 -1.28596
H -7.06461 4.24358 -0.01189
H -6.02348 4.23518 -1.41995
H -3.34678 5.77200 1.90170
H -2.85860 7.17976 2.85864
H -3.20019 7.39584 1.17940
H -4.83462 6.04915 4.20210
H -6.16265 7.21599 4.07601
H -4.52168 7.79440 4.33621
H -7.61888 8.12944 -1.04560
H -8.30890 9.02647 0.32822
H -8.45333 7.27961 0.26168
H -4.80129 9.02529 0.11278
H -5.38912 9.47203 1.72703
H -6.23169 10.01620 0.30471
O 6.06814 -3.43522 -6.93272
P 7.45446 -3.40618 -7.60719
N 8.11917 -2.42196 -6.36730
C 9.06542 -1.32812 -6.47375
C 8.31636 -3.10268 -5.08879
N 6.89025 -2.46483 -8.93600
C 6.57921 -1.05132 -8.76369
C 5.78895 -3.10364 -9.66103
N 9.03293 -3.46218 -8.40767
C 9.99072 -4.43176 -7.89603
C 9.54852 -2.64003 -9.48440
H 10.10020 -1.67791 -6.57257
H 9.01842 -0.69785 -5.58016
H 8.85000 -0.65820 -7.30051
H 9.26781 -3.64856 -5.07120
H 7.51885 -3.82482 -4.89340
H 8.30378 -2.39634 -4.25243
H 6.01095 -0.85643 -7.84858
H 6.00353 -0.65892 -9.60813
H 7.49215 -0.45389 -8.75637
H 4.83033 -2.98189 -9.14259
H 5.97448 -4.17630 -9.77764
H 5.69290 -2.68565 -10.66864
H 10.77642 -3.93858 -7.31303
H 10.45767 -5.00185 -8.70462
H 9.49823 -5.15896 -7.24450
H 9.69674 -1.60328 -9.17433
H 8.89930 -2.65521 -10.36120
H 10.52238 -2.99870 -9.83482

109
Properties=species:S:1:pos:R:3 method="wB97M-V/def2-TZVPD" lumo_ha=0.0045 e_tot_ev=-159649.608 homo_energy_ev=-11.67 smiles="FC(F)C(F)(F)COC(F)(F)C(F)F.FC(F)C(F)(F)COC(F)(F)C(F)F.FC(F)C(F)(F)COC(F)(F)C(F)F.FC(F)C(F)(F)COC(F)(F)C(F)F.FC(F)C(F)(F)COC(F)(F)C(F)F.N#CC[C@H](C#N)CCOC=O" gap_ev=11.79
N -1.62750 -4.12740 2.82489
C -1.41060 -4.38835 1.72841
C -0.89953 -4.68801 0.38808
C 0.24422 -3.69413 0.02581
C -0.28128 -2.50637 -0.63965
N -0.67396 -1.55777 -1.15209
C 1.39651 -4.36024 -0.77660
C 2.69519 -4.27645 -0.01225
O 2.64578 -5.15186 1.12435
C 3.88773 -5.39424 1.65126
O 4.62447 -4.54016 2.03798
H -1.71868 -4.64156 -0.32981
H -0.48550 -5.69420 0.38153
H 0.66031 -3.36516 0.97980
H 1.14862 -5.38430 -1.05594
H 1.53562 -3.81276 -1.71054
H 3.52426 -4.53285 -0.67760
H 2.84705 -3.24152 0.29483
H 4.14483 -6.45936 1.72198
C -4.00357 -2.39921 -2.40525
C -3.60741 -3.59102 -3.28563
C -3.32733 -3.31535 -4.76425
F -4.42715 -2.86184 -5.39260
F -2.95398 -4.47556 -5.35603
F -4.51260 -4.58305 -3.15862
F -2.42244 -4.06022 -2.78184
O -5.38050 -2.22632 -2.13170
C -6.19112 -1.49924 -2.96767
C -7.31802 -2.36286 -3.54201
F -6.81142 -3.39349 -4.24718
F -8.06940 -1.60657 -4.37216
F -5.49751 -0.87968 -3.93622
F -6.78255 -0.54112 -2.22002
H -3.56992 -2.60824 -1.42830
H -3.53433 -1.47548 -2.74594
H -2.51724 -2.58905 -4.87398
H -7.94308 -2.75051 -2.73538
C 1.52934 -2.36977 4.49731
C 1.93935 -1.52021 3.28592
C 3.00929 -0.45011 3.50043
F 2.59092 0.48887 4.37015
F 3.25732 0.15686 2.31400
F 0.84438 -0.97987 2.70821
F 2.48444 -2.38886 2.38093
O 0.33869 -2.00302 5.16132
C 0.34000 -1.08540 6.17720
C -0.52035 0.13078 5.82604
F -0.05440 0.74002 4.71950
F -0.46370 1.01477 6.85251
F 1.58504 -0.72252 6.53888
F -0.23444 -1.66805 7.25292
H 1.30649 -3.35374 4.08495
H 2.36037 -2.50708 5.19003
H 3.93698 -0.89985 3.86396
H -1.55601 -0.17128 5.66126
C 0.93803 2.87349 -2.41470
C -0.58893 2.95267 -2.27989
C -1.37202 1.65413 -2.46254
F -1.22033 1.16161 -3.71174
F -2.69076 1.90351 -2.27458
F -1.07546 3.91238 -3.09643
F -0.83311 3.34490 -0.99626
O 1.49758 3.26943 -3.65371
C 1.66467 2.37583 -4.67773
C 0.85935 2.78586 -5.91256
F -0.45578 2.84060 -5.63157
F 1.04296 1.86208 -6.88895
F 1.39124 1.11318 -4.30488
F 2.96984 2.41305 -5.03727
H 1.31703 3.61020 -1.70797
H 1.32013 1.90696 -2.08538
H -1.05428 0.89939 -1.73846
H 1.19072 3.76116 -6.27579
C 5.08707 3.77800 -8.18118
C 5.78875 2.69238 -9.01012
C 6.30529 3.08342 -10.39608
F 5.29426 3.44694 -11.20907
F 6.92274 2.01317 -10.94689
F 5.00391 1.59949 -9.09936
F 6.90211 2.34243 -8.30033
O 3.67161 3.77417 -8.17292
C 2.94824 4.44786 -9.12393
C 2.07077 3.49277 -9.93868
F 2.83329 2.58176 -10.57157
F 1.39675 4.20733 -10.86750
F 3.72330 5.21041 -9.91257
F 2.10871 5.28364 -8.46374
H 5.35306 3.55290 -7.14929
H 5.48966 4.76940 -8.39041
H 7.02556 3.90292 -10.32255
H 1.36243 2.97999 -9.28440
C -1.24247 1.36433 10.77761
C -2.66208 0.86080 10.48292
C -3.61217 1.81818 9.76218
F -3.84912 2.91884 10.50254
F -4.79241 1.18822 9.55715
F -3.23545 0.40237 11.61550
F -2.51582 -0.20312 9.63946
O -0.97739 1.83379 12.08593
C -1.19186 3.14270 12.43247
C -2.23079 3.26261 13.55115
F -3.40889 2.74072 13.15965
F -2.41688 4.57100 13.83622
F -1.51400 3.90438 11.37287
F -0.02925 3.62220 12.93186
H -0.61125 0.48162 10.68621
H -0.89733 2.06260 10.01446
H -3.19974 2.11297 8.79316
H -1.88320 2.74037 14.44448

39
Properties=species:S:1:pos:R:3 method="wB97M-V/def2-TZVPD" relative_energy_ev=0.240 lumo_ha=0.0253 e_tot_ev=-110129.814 homo_energy_ev=-9.55 smiles=CCCN[PH2](Cl)Br.c1ccncc1.c1ccncc1 gap_ev=10.24
C -1.19579 0.55385 2.35130
C -1.45967 2.00543 2.71317
C -2.79961 2.53811 2.25397
N -3.96494 1.89828 2.89810
P -4.84296 0.80287 1.97911
Cl -4.48922 -0.85469 3.37615
Br -5.51620 2.41786 0.45997
H -0.13346 0.34054 2.40365
H -1.49289 0.33163 1.33064
H -1.68601 -0.12074 3.04610
H -0.70956 2.61159 2.20520
H -1.29422 2.17833 3.77411
H -2.84480 2.47145 1.17212
H -2.83783 3.59988 2.48868
H -3.72663 1.47774 3.78936
H -4.19832 0.09932 0.96799
H -6.18529 0.52509 2.17753
N 1.84718 0.75188 0.56846
C 2.00306 0.39649 -0.70809
C 2.99341 0.91610 -1.52940
C 3.86536 1.85458 -1.00367
C 3.71516 2.23518 0.32021
C 2.69612 1.65440 1.05810
H 1.30495 -0.34110 -1.08264
H 3.07662 0.58796 -2.55681
H 4.64983 2.28318 -1.61454
H 4.37285 2.96514 0.77187
H 2.54639 1.92181 2.09946
N 1.42891 -2.42376 -2.03302
C 2.32916 -3.40407 -2.06756
C 2.41951 -4.32964 -3.09538
C 1.52244 -4.23566 -4.14659
C 0.57746 -3.22320 -4.12700
C 0.57531 -2.34775 -3.05263
H 3.00986 -3.44316 -1.22393
H 3.17367 -5.10386 -3.07031
H 1.55899 -4.93986 -4.96765
H -0.14246 -3.11286 -4.92601
H -0.14641 -1.53832 -2.99999

17
Properties=species:S:1:pos:R:3 method="wB97M-V/def2-TZVPD" relative_energy_ev=1.819 lumo_ha=0.0345 e_tot_ev=-7758.265 homo_energy_ev=-8.41 smiles="[H]/N=C/N.CNC" gap_ev=9.35
C -2.01578 -0.41996 1.91677
N -1.22323 -0.06343 3.04827
C 0.12987 0.42635 2.79421
H -2.75609 -1.20077 2.14298
H -2.60005 0.47455 1.56500
H -1.31748 -0.58991 1.10307
H -1.14942 -0.81713 3.70629
H 0.93979 0.01259 3.38284
H 0.21006 1.49418 2.80463
H 0.34558 0.18565 1.72475
N 0.34357 0.58476 -3.43057
C 0.99881 -0.39195 -2.69686
N 2.02661 -0.07225 -1.99933
H -0.40859 0.24033 -4.05808
H 0.67448 1.52784 -3.48762
H 0.45979 -1.35189 -2.55737
H 2.61069 -0.88213 -1.84885

62
Properties=species:S:1:pos:R:3 method="wB97M-V/def2-TZVPD" relative_energy_ev=0.656 lumo_ha=0.0278 e_tot_ev=-35102.764 homo_energy_ev=-8.19 smiles=COc1cccc(C[C@]2(CO)CCCN(Cc3ccc(OC)c(C)c3OC)C2)c1 gap_ev=8.94
C -8.23807 -1.31453 -0.43382
H -8.70477 -2.17685 -0.90800
O -6.89538 -1.33197 -0.84595
C -6.05879 -0.36021 -0.37866
C -4.73387 -0.45227 -0.79998
C -3.78565 0.47363 -0.40283
C -4.18599 1.53010 0.41174
C -5.49663 1.62465 0.83522
C -6.44015 0.68492 0.45345
H -7.45629 0.78497 0.80138
H -5.79837 2.44488 1.47118
H -3.47521 2.28777 0.70567
C -2.36211 0.33995 -0.86176
H -2.34773 -0.21832 -1.79989
H -1.93414 1.32406 -1.05398
C -1.42378 -0.38871 0.12611
C -0.02604 -0.46054 -0.51520
N 0.53208 0.86438 -0.67542
C 1.67804 0.92229 -1.57072
C 2.89540 0.18062 -1.07040
C 3.03064 -1.18191 -1.27974
C 4.09172 -1.89605 -0.75101
C 5.04132 -1.24846 0.02557
C 4.93810 0.13164 0.25084
C 3.87558 0.83134 -0.31299
O 3.77614 2.20197 -0.10805
C 4.57084 2.96304 -0.99250
H 4.26406 2.81113 -2.03405
H 5.63244 2.71351 -0.90168
H 4.41785 4.00570 -0.71782
C 5.95823 0.81135 1.11330
H 6.16727 0.19421 1.98433
H 5.59341 1.78231 1.43734
H 6.89552 0.93908 0.57150
O 6.11428 -1.85989 0.60921
C 6.26785 -3.24680 0.44289
H 5.41446 -3.79964 0.84924
H 7.16542 -3.51221 0.99979
H 6.40530 -3.51443 -0.61001
H 4.16076 -2.95406 -0.94751
H 2.29812 -1.70079 -1.88026
H 1.91536 1.97992 -1.70540
H 1.36230 0.50870 -2.53304
C 0.77844 1.46356 0.62168
C -0.55427 1.66848 1.33162
C -1.29966 0.34369 1.47005
H -2.29001 0.52720 1.89280
H -0.74315 -0.29749 2.16168
H -1.15135 2.37592 0.75661
H -0.38060 2.09722 2.32056
H 1.27985 2.42134 0.47496
H 1.43694 0.83130 1.24363
H -0.10886 -0.92628 -1.50059
H 0.62330 -1.10102 0.11051
C -1.89273 -1.83896 0.36758
O -3.08864 -1.97831 1.08787
H -3.00845 -1.49654 1.91761
H -2.07259 -2.33376 -0.58998
H -1.08367 -2.38435 0.88230
H -4.46655 -1.27831 -1.43914
H -8.32759 -1.40931 0.65359
H -8.74991 -0.40289 -0.76141

16
Properties=species:S:1:pos:R:3 method="wB97M-V/def2-TZVPD" relative_energy_ev=2.749 lumo_ha=-0.1826 total_charge=+1 e_tot_ev=-14810.369 homo_energy_ev=-14.12 gap_ev=9.15
Na 8.77368 25.15921 -3.57872
O 13.20957 26.45170 -2.46173
H 13.39569 27.37187 -2.64846
H 14.06424 26.02211 -2.49655
O 8.51887 23.15555 -7.70397
H 8.11602 22.28728 -7.70924
H 8.96448 23.21851 -8.54878
O 9.09070 28.68280 -7.38095
H 8.42630 28.85241 -8.04880
H 8.80909 29.19908 -6.62571
O 8.49792 20.95186 -1.47457
H 8.97182 20.41897 -2.11307
H 8.10194 20.31634 -0.87829
O 6.09009 26.20761 0.13360
H 5.93360 25.75722 0.96360
H 5.33326 25.98305 -0.40771

16
Properties=species:S:1:pos:R:3 method="wB97M-V/def2-TZVPD" relative_energy_ev=0.448 lumo_ha=0.0255 e_tot_ev=-19233.816 homo_energy_ev=-9.10 smiles="O=C1CC[C@@]2(CS2)C1" gap_ev=9.79
C -1.61883 -0.45005 -0.37777
C -1.19599 1.00420 -0.64726
C 0.08712 1.17082 0.19401
C 0.71240 -0.22855 0.08152
C 2.01741 -0.47716 0.60220
C -0.48222 -1.19161 0.17006
H -1.99919 1.68965 -0.47568
H -1.02059 1.00046 -1.71127
H 0.78327 1.93521 -0.12175
H -0.20665 1.38867 1.19811
H 2.51646 0.36106 1.13976
H 2.24346 -1.42644 0.97460
H -0.34897 -2.11631 -0.36613
H -0.71753 -1.40896 1.22330
O -2.72594 -0.88392 -0.64157
S 1.95579 -0.36707 -1.24212